DFT (wB97M-V/def2-TZVPD) results for the ion C2HClNOS2 with charge -1.

```
8
Properties=species:S:1:pos:R:3
C -1.929 0.058 0.292
C 0.298 0.885 0.029
N -0.836 0.449 -0.224
O 0.801 -1.528 1.265
S 1.055 2.309 -0.288
S 1.522 -0.483 0.575
Cl -3.037 -0.684 -0.926
H 2.127 -1.006 -0.723
```

The relative energy (zero: lowest compared OMol25 entry of this formula, charge and spin) comes out at 3.6543 eV. Its HOMO-LUMO gap is 7.1 eV. As for the spin multiplicity: 1. The value obtained for the total energy is -39819.0467 eV. The value obtained for the LUMO energy is 3.2 eV. As for the net charge: -1.

Charges per atom according to Löwdin partitioning, unit e: number 1, C, carries -0.543; number 2, C, carries -1.157; number 3, N, carries -0.189; number 4, O, carries -0.622; number 5, S, carries 0.450; number 6, S, carries 0.726; number 7, Cl, carries 0.333; number 8, H, carries 0.002



DFT (wB97M-V/def2-TZVPD) results for a structure of composition C6H22NO6.

```
35
Properties=species:S:1:pos:R:3
C 1.870 2.098 1.369
O 1.161 2.147 0.303
C 1.612 0.923 2.332
C 1.355 -0.321 1.596
C -0.032 -0.512 0.766
C -0.409 -1.661 0.221
N -1.596 -1.733 -0.503
C -2.419 -2.886 -0.535
H 1.766 3.288 1.682
H 2.950 1.765 1.066
H 2.417 0.842 3.198
H 0.722 1.091 3.036
H 1.601 -1.170 2.290
H 2.062 -0.372 0.707
H -0.474 0.413 0.768
H 0.285 -2.588 0.113
H -2.019 -0.842 -0.567
H -2.155 -3.522 -1.451
H -2.116 -3.703 0.151
H -3.472 -2.640 -0.357
H -0.094 2.099 0.187
H -1.051 3.245 0.563
O -1.269 2.474 0.180
H 2.546 0.322 -1.295
H 1.579 1.248 -1.218
O 1.766 0.408 -1.778
H -1.156 0.181 -2.306
H -1.977 0.698 -3.590
O -1.417 0.068 -3.179
H 1.046 -2.717 -2.475
H 1.447 -1.276 -2.324
O 1.774 -2.111 -2.621
H -2.214 1.519 2.775
H -1.518 0.236 2.212
O -2.124 0.535 2.829
```

The relative energy (zero: lowest compared OMol25 entry of this formula, charge and spin) comes out at 3.8482 eV. Its HOMO-LUMO gap is 7.9 eV. As for the spin multiplicity: 1. The value obtained for the total energy is -20351.2623 eV. The value obtained for the LUMO energy is 3.3 eV. As for the net charge: -1.

Charges per atom according to Löwdin partitioning, unit e: number 1, C, carries -0.450; number 2, O, carries -0.267; number 3, C, carries -0.260; number 4, C, carries -0.204; number 5, C, carries -0.092; number 6, C, carries -0.171; number 7, N, carries -0.113; number 8, C, carries -0.145; number 9, H, carries 0.145; number 10, H, carries 0.110; number 11, H, carries 0.132; number 12, H, carries 0.110; number 13, H, carries 0.112; number 14, H, carries 0.102; number 15, H, carries 0.029; number 16, H, carries 0.153; number 17, H, carries 0.102; number 18, H, carries 0.083; number 19, H, carries 0.068; number 20, H, carries 0.080; number 21, H, carries 0.035; number 22, H, carries -0.111; number 23, O, carries -0.239; number 24, H, carries -0.008; number 25, H, carries 0.073; number 26, O, carries -0.082; number 27, H, carries -0.024; number 28, H, carries 0.017; number 29, O, carries -0.014; number 30, H, carries 0.015; number 31, H, carries -0.045; number 32, O, carries -0.067; number 33, H, carries 0.058; number 34, H, carries -0.073; number 35, O, carries -0.061



DFT (wB97M-V/def2-TZVPD) results for a structure of composition F12N6NaO24S12.

```
55
Properties=species:S:1:pos:R:3
Na 20.409 -6.600 -17.728
N 20.830 -9.116 -14.009
S 20.569 -10.132 -12.861
O 21.452 -11.272 -12.840
O 19.265 -10.254 -12.272
F 21.300 -9.268 -11.655
S 20.002 -9.909 -15.228
O 18.590 -9.784 -15.186
O 20.639 -11.076 -15.710
F 20.441 -8.779 -16.297
N 18.699 -5.759 -15.955
S 17.053 -5.978 -15.741
O 16.192 -5.574 -16.803
O 16.553 -5.791 -14.415
F 17.064 -7.531 -15.979
S 18.659 -4.181 -15.799
O 18.627 -3.715 -14.438
O 18.096 -3.307 -16.774
F 20.238 -4.018 -16.170
N 24.368 -7.769 -16.125
S 24.014 -8.788 -17.414
O 25.178 -9.218 -18.122
O 22.748 -8.725 -18.050
F 23.723 -9.997 -16.381
S 24.232 -6.403 -16.891
O 22.888 -5.973 -17.135
O 25.288 -6.029 -17.775
F 24.579 -5.472 -15.581
N 22.590 -5.381 -22.131
S 22.607 -6.438 -20.850
O 21.559 -6.263 -19.893
O 23.830 -7.003 -20.392
F 22.065 -7.631 -21.809
S 23.376 -4.210 -21.397
O 24.773 -4.440 -21.176
O 22.605 -3.441 -20.491
F 23.452 -3.214 -22.695
N 18.688 -4.000 -21.535
S 18.032 -4.809 -20.253
O 16.630 -4.613 -20.069
O 18.833 -5.058 -19.102
F 17.983 -6.223 -21.005
S 18.933 -2.563 -20.923
O 20.012 -2.271 -20.049
O 17.694 -1.878 -20.660
F 19.452 -1.896 -22.324
N 16.674 -10.404 -18.025
S 17.342 -11.674 -18.613
O 18.767 -11.657 -18.682
O 16.573 -12.306 -19.652
F 17.178 -12.685 -17.368
S 17.207 -9.195 -18.938
O 17.219 -9.447 -20.341
O 18.315 -8.526 -18.344
F 16.005 -8.197 -18.722
```

The relative energy (zero: lowest compared OMol25 entry of this formula, charge and spin) comes out at 0.0000 eV. Its HOMO-LUMO gap is 7.3 eV. As for the spin multiplicity: 1. The value obtained for the total energy is -225121.1943 eV. The value obtained for the LUMO energy is 8.6 eV. As for the net charge: -5.

Charges per atom according to Löwdin partitioning, unit e: number 1, Na, carries 0.381; number 2, N, carries -0.252; number 3, S, carries 0.449; number 4, O, carries -0.336; number 5, O, carries -0.321; number 6, F, carries -0.277; number 7, S, carries 0.506; number 8, O, carries -0.258; number 9, O, carries -0.255; number 10, F, carries -0.196; number 11, N, carries -0.241; number 12, S, carries 0.488; number 13, O, carries -0.273; number 14, O, carries -0.295; number 15, F, carries -0.177; number 16, S, carries 0.457; number 17, O, carries -0.318; number 18, O, carries -0.269; number 19, F, carries -0.215; number 20, N, carries -0.268; number 21, S, carries 0.516; number 22, O, carries -0.298; number 23, O, carries -0.250; number 24, F, carries -0.225; number 25, S, carries 0.457; number 26, O, carries -0.271; number 27, O, carries -0.283; number 28, F, carries -0.253; number 29, N, carries -0.270; number 30, S, carries 0.525; number 31, O, carries -0.260; number 32, O, carries -0.269; number 33, F, carries -0.226; number 34, S, carries 0.444; number 35, O, carries -0.311; number 36, O, carries -0.262; number 37, F, carries -0.263; number 38, N, carries -0.280; number 39, S, carries 0.513; number 40, O, carries -0.282; number 41, O, carries -0.260; number 42, F, carries -0.198; number 43, S, carries 0.456; number 44, O, carries -0.271; number 45, O, carries -0.332; number 46, F, carries -0.255; number 47, N, carries -0.286; number 48, S, carries 0.443; number 49, O, carries -0.282; number 50, O, carries -0.339; number 51, F, carries -0.227; number 52, S, carries 0.473; number 53, O, carries -0.283; number 54, O, carries -0.255; number 55, F, carries -0.169



DFT (wB97M-V/def2-TZVPD) results for a cluster of 2 separate species, C2H5NS in total.

```
9
Properties=species:S:1:pos:R:3
C 0.176 0.281 0.795
C -0.762 0.210 -1.144
N 1.423 -0.294 0.869
S 0.146 -0.989 1.950
H 0.091 1.234 1.384
H -1.752 -0.193 -1.004
H -0.019 -0.446 -1.593
H -0.707 1.218 -1.392
H 1.404 -1.022 0.136
```

The relative energy (zero: lowest compared OMol25 entry of this formula, charge and spin) comes out at 3.7973 eV. Its HOMO-LUMO gap is 9.2 eV. As for the spin multiplicity: 1. The value obtained for the total energy is -14476.5395 eV. The value obtained for the LUMO energy is 0.6 eV. As for the net charge: 0.

Charges per atom according to Löwdin partitioning, unit e: number 1, C, carries -0.689; number 2, C, carries 0.078; number 3, N, carries -0.282; number 4, S, carries 0.754; number 5, H, carries 0.072; number 6, H, carries 0.019; number 7, H, carries 0.021; number 8, H, carries -0.010; number 9, H, carries 0.038